# 1
The following is a DFT calculation (the ωB97M-V functional and the def2-TZVPD basis) of the ion C3H4N3 with charge +1 at a distorted geometry.

Frontier orbital gap (alpha / beta) (Ha): 0.3120 / 0.3120
Strongest force on any atom (eV/A): 5.9
HOMO energy (alpha / beta) (Ha): -0.5217 / -0.5217
LUMO energy (alpha / beta) (eV): -5.7 / -5.7
Energy above the lowest of the compared OMol25 structures with the same formula, charge and spin (eV): 2.971
Structure (SMILES): CC1=C([N+]#N)N1

Structure (ORCA input):
```
! RIJCOSX wB97M-V def2-TZVPD def2/J DEFGRID3
* xyz 1 1
N 2.577 0.012 -1.501
N 0.376 0.800 1.145
N 1.966 0.183 -0.571
C -0.170 -0.122 0.383
C 1.258 -0.136 0.425
C -1.380 -0.493 -0.275
H -2.307 -0.135 0.329
H -1.252 0.055 -1.186
H 0.309 1.383 1.971
H -1.376 -1.547 -0.722
*
```


# 2
The following is a DFT calculation (the ωB97M-V functional and the def2-TZVPD basis) of a cluster of 2 separate species, C15H20FN3O6 in total at a distorted geometry.

Frontier orbital gap (Ha): 0.3408
Strongest force on any atom (eV/A): 2.2
HOMO energy (Ha): -0.3276
LUMO energy (eV): 0.4
Structure (SMILES): CC(=O)Nc1cccc(F)c1C(=O)O.CNC(=O)[C@H](CO)NC(C)=O

Structure (ORCA input):
```
! RIJCOSX wB97M-V def2-TZVPD def2/J DEFGRID3
* xyz 0 1
F 6.204 2.138 2.523
O 5.482 3.123 0.014
O 3.236 3.219 0.024
O -3.629 1.847 -0.329
O -1.475 -1.938 -1.442
O -4.398 0.371 1.818
O 2.487 -1.532 -1.189
N -3.135 -1.591 -2.860
N 2.555 0.544 -0.238
N -2.932 -0.953 0.751
C 3.493 0.344 0.780
C 4.399 1.379 1.102
C -4.386 -0.997 -3.336
C 4.416 2.643 0.352
C 5.323 1.180 2.148
C -2.689 0.926 -0.833
C -2.555 -1.410 -1.669
C 4.439 -1.042 2.546
C -3.568 -0.529 1.841
C -3.201 -1.197 3.144
C 1.143 0.100 -2.246
C -3.210 -0.499 -0.622
C 2.104 -0.373 -1.170
C 5.333 -0.022 2.860
C 3.523 -0.852 1.512
H -4.288 -0.505 -0.779
H -4.524 -1.227 -4.394
H -3.375 -2.268 3.061
H -2.558 1.122 -1.898
H 2.348 1.518 -0.447
H -1.729 1.051 -0.330
H -2.152 -1.007 3.362
H -5.233 -1.401 -2.778
H 2.827 -1.651 1.276
H 1.666 0.745 -2.956
H 4.455 -1.977 3.100
H 0.320 0.656 -1.793
H -2.238 -1.680 0.854
H -3.945 1.516 0.534
H 3.510 4.045 -0.407
H -3.822 -0.786 3.940
H -4.364 0.088 -3.219
H 6.051 -0.153 3.663
H 0.730 -0.758 -2.783
H -2.637 -2.208 -3.486
*
```


# 3
The following is a DFT calculation (the ωB97M-V functional and the def2-TZVPD basis) of an isolated molecule of C3H9NP2 at a distorted geometry.

Frontier orbital gap (Ha): 0.3574
Strongest force on any atom (eV/A): 3.1
HOMO energy (Ha): -0.3210
LUMO energy (eV): 1.0
Energy above the lowest of the compared OMol25 structures with the same formula, charge and spin (eV): 0.725
Structure (SMILES): C[C@H]1NPCP1

Structure (ORCA input):
```
! RIJCOSX wB97M-V def2-TZVPD def2/J DEFGRID3
* xyz 0 1
P 0.488 -1.706 0.220
P -1.810 0.385 0.132
N -0.551 0.859 1.143
C 1.272 0.927 -0.492
C -1.107 -1.182 -0.726
C 0.768 0.256 0.786
H 0.419 1.075 -1.223
H -0.126 -2.047 1.349
H -0.717 -1.014 -1.805
H -1.804 -2.015 -0.820
H -1.324 1.242 -0.934
H -0.833 0.553 2.040
H 2.003 0.349 -1.064
H 1.578 0.399 1.589
H 1.742 1.920 -0.194
*
```


# 4
The following is a DFT calculation (the ωB97M-V functional and the def2-TZVPD basis) of an isolated molecule of C9H8N2O at a distorted geometry.

Frontier orbital gap (Ha): 0.3252
Strongest force on any atom (eV/A): 3.3
HOMO energy (Ha): -0.3054
LUMO energy (eV): 0.5
Energy above the lowest of the compared OMol25 structures with the same formula, charge and spin (eV): 0.000
Structure (SMILES): Nc1cc(=O)c2ccccc2[nH]1

Structure (ORCA input):
```
! RIJCOSX wB97M-V def2-TZVPD def2/J DEFGRID3
* xyz 0 1
O -2.228 0.390 1.555
N -0.821 1.818 -2.782
N 0.451 0.409 -1.454
C 1.361 -1.691 1.982
C 0.114 -1.057 1.889
C 0.782 -0.298 -0.334
C -1.653 1.186 -0.602
C 2.281 -1.614 0.912
C -1.423 0.418 0.642
C -0.678 1.107 -1.537
C 2.074 -0.875 -0.213
C -0.147 -0.362 0.693
H 2.855 -0.764 -0.989
H -0.643 -1.118 2.656
H -2.506 1.810 -0.728
H -1.407 2.630 -2.578
H 3.222 -2.178 0.952
H 0.050 2.069 -3.203
H 0.967 0.255 -2.316
H 1.612 -2.288 2.831
*
```


# 5
The following is a DFT calculation (the ωB97M-V functional and the def2-TZVPD basis) of an isolated molecule of C3H5NOS at a distorted geometry.

Frontier orbital gap (Ha): 0.3241
Strongest force on any atom (eV/A): 3.0
HOMO energy (Ha): -0.3362
LUMO energy (eV): -0.3
Energy above the lowest of the compared OMol25 structures with the same formula, charge and spin (eV): 1.812
Structure (SMILES): CS/N=C/C=O

Structure (ORCA input):
```
! RIJCOSX wB97M-V def2-TZVPD def2/J DEFGRID3
* xyz 0 1
S -0.132 0.539 -1.547
O 1.536 -0.962 2.841
N -0.275 0.007 0.047
C -1.897 0.630 -1.953
C 0.783 -0.228 0.736
C 0.612 -0.727 2.085
H -1.957 0.963 -3.001
H -0.455 -0.932 2.409
H 1.876 -0.110 0.290
H -2.348 1.403 -1.318
H -2.343 -0.354 -1.891
*
```


# 6
The following is a DFT calculation (the ωB97M-V functional and the def2-TZVPD basis) of an isolated molecule of CH6P2S at a distorted geometry.

Frontier orbital gap (Ha): 0.2633
Strongest force on any atom (eV/A): 3.6
HOMO energy (Ha): -0.2756
LUMO energy (eV): -0.3
Energy above the lowest of the compared OMol25 structures with the same formula, charge and spin (eV): 1.942
Structure (SMILES): [H]/P=S(/C)#[PH2]

Structure (ORCA input):
```
! RIJCOSX wB97M-V def2-TZVPD def2/J DEFGRID3
* xyz 0 1
S 0.059 0.713 -0.048
P -0.073 1.308 1.917
P -1.640 -0.790 -0.596
C 1.245 -0.648 -0.009
H 2.361 -0.298 0.048
H -1.746 -0.945 -2.003
H -2.318 0.478 -0.509
H 1.035 -1.260 0.797
H 1.156 -1.229 -0.904
H -0.078 2.671 1.306
*
```


> strongest force on any atom of number 1 (C3H4N3)?

5.9 eV/A


> Which value of strongest force on any atom does entry 3 give?

3.1 eV/A